Record 1
104
Properties=species:S:1:pos:R:3 method="wB97M-V/def2-TZVPD" largest_force_ev_per_a=0.17 homo_lumo_gap_ev=8.735 de_lowest_kcal_mol=1.2
Zn 0.3745 -0.3192 0.0378
C 3.2230 3.7264 2.1864
C 2.2008 2.6425 2.2596
C 1.3783 2.2954 3.3129
C 0.6473 1.1886 2.8660
N 0.9905 0.9039 1.6105
N 1.9499 1.7926 1.2465
B 2.7831 1.5630 -0.0322
N 1.9285 1.6845 -1.3202
N 1.0257 0.7119 -1.6184
C 0.7707 0.7880 -2.9231
C 1.4784 1.8674 -3.4707
C 2.2104 2.3970 -2.4284
C 3.1773 3.5326 -2.4430
C -0.0691 -0.1894 -3.6260
C -0.1990 -1.4883 -3.1456
C -1.0294 -2.3956 -3.7862
C -1.7131 -2.0154 -4.9315
C -1.5587 -0.7306 -5.4390
C -0.7422 0.1787 -4.7894
N 3.3729 0.1365 0.0079
N 2.5619 -0.9505 0.0944
C 3.3440 -2.0203 -0.0207
C 4.6830 -1.6205 -0.1754
C 4.6566 -0.2447 -0.1570
C 5.7891 0.7189 -0.2805
C 2.8385 -3.4033 -0.0058
C 1.7238 -3.7794 0.9475
C 0.6613 -5.2252 -0.9285
C 1.8158 -6.1779 -0.8249
C 3.0743 -5.7551 -0.7759
C 3.4600 -4.3398 -0.7275
C -0.3608 0.4222 3.6111
C -1.1888 1.0737 4.5246
C -2.1484 0.3630 5.2277
C -2.2879 -1.0048 5.0264
C -1.4583 -1.6593 4.1273
C -0.4956 -0.9501 3.4257
H 3.1725 4.3321 3.0889
H 3.0561 4.3735 1.3254
H 4.2303 3.3174 2.1030
H 1.3406 2.7546 4.2858
H 3.6606 2.3693 -0.0736
H 1.4951 2.1840 -4.4993
H 3.1507 4.0187 -3.4162
H 4.1963 3.1911 -2.2582
H 2.9324 4.2719 -1.6804
H 0.3620 -1.8081 -2.2768
H -1.1351 -3.3897 -3.3756
H -2.3634 -2.7207 -5.4327
H -2.0880 -0.4336 -6.3355
H -0.6519 1.1909 -5.1644
H 5.5517 -2.2516 -0.2511
H 6.7263 0.1689 -0.3388
H 5.8386 1.3919 0.5758
H 5.6967 1.3305 -1.1791
H 1.4553 -2.9258 1.5638
H -0.2804 -5.7430 -1.1027
H 1.5951 -7.2370 -0.8404
H 3.8795 -6.4815 -0.7936
H 4.3229 -4.0494 -1.3180
H -1.0940 2.1440 4.6636
H -2.7945 0.8776 5.9275
H -3.0413 -1.5587 5.5716
H -1.5601 -2.7245 3.9639
H 0.1478 -1.4645 2.7255
F 2.2136 -4.7559 1.8177
C 0.4445 -4.3187 0.2871
F 0.8703 -4.3818 -2.0318
F -0.2105 -5.0862 1.2491
C -0.5656 -3.1994 -0.1026
O -1.5215 -3.5035 -0.7845
O -0.3276 -2.0507 0.4278
C -4.4423 2.3608 -1.0854
C -3.5364 1.1287 -1.0978
C -2.8885 0.9590 -2.4670
P -2.2726 0.9582 0.2644
C -3.3017 0.2141 1.6231
C -4.7006 0.7834 1.8643
C -3.4200 -1.2913 1.3643
C -1.7669 2.6616 0.8203
C -1.1169 3.4052 -0.3520
C -2.7341 3.5575 1.5907
H -5.1937 2.2565 -1.8725
H -3.8828 3.2722 -1.2970
H -4.9670 2.4964 -0.1430
H -4.1685 0.2492 -0.9329
H -2.1479 1.7393 -2.6605
H -3.6432 1.0142 -3.2559
H -2.3902 -0.0053 -2.5443
H -2.7073 0.3600 2.5275
H -5.3613 0.5697 1.0218
H -4.7151 1.8556 2.0451
H -5.1325 0.2918 2.7401
H -3.9862 -1.4925 0.4509
H -3.9552 -1.7646 2.1912
H -2.4494 -1.7666 1.2548
H -0.9580 2.4252 1.5156
H -1.8569 3.7549 -1.0729
H -0.4031 2.7747 -0.8855
H -0.5796 4.2825 0.0177
H -3.6101 3.8386 1.0084
H -2.2164 4.4798 1.8707
H -3.0687 3.0815 2.5125

Record 2
142
Properties=species:S:1:pos:R:3 method="wB97M-V/def2-TZVPD" largest_force_ev_per_a=5.84 homo_lumo_gap_ev=10.834 de_lowest_kcal_mol=0.0
O -3.2124 -4.5181 1.8649
C -2.4291 -5.0805 1.1115
O -2.6043 -5.2115 -0.1504
C -1.4785 -5.8433 -0.7126
C -0.8619 -6.5565 0.4490
F 0.4321 -6.4899 0.4858
O -1.3082 -5.7480 1.5465
H -1.7200 -6.4241 -1.6028
H -0.8238 -5.0923 -1.1547
H -1.2435 -7.5672 0.5937
O -2.1267 4.2243 3.4921
C -2.9574 4.5524 2.6563
O -3.5436 5.7578 2.6310
C -4.6022 5.7925 1.6613
C -4.3202 4.5350 0.8793
F -3.6472 4.8820 -0.1948
O -3.5697 3.7423 1.7823
H -5.5389 5.7307 2.2153
H -4.5800 6.6515 0.9907
H -5.1626 3.9556 0.5012
O 0.9407 -2.3580 -5.4513
C 2.0961 -2.6222 -5.7513
O 2.5953 -2.3034 -6.9490
C 3.8752 -2.9296 -7.0797
C 4.3317 -2.9782 -5.6631
F 4.8592 -1.8037 -5.3134
O 3.0975 -3.1319 -5.0384
H 3.8306 -3.9173 -7.5385
H 4.5344 -2.2723 -7.6467
H 5.0464 -3.7424 -5.3578
C 2.2799 1.4128 -4.9730
C 3.0172 0.9918 -3.7358
O 3.0206 2.1026 -2.8342
C 2.8620 1.8997 -1.4609
O 2.4767 0.8544 -0.9389
C 3.1263 3.1472 -0.6421
F 2.1242 3.1891 0.3073
F 4.2221 2.8307 0.0262
F 3.2011 4.3294 -1.3136
H 1.2472 1.7134 -4.7963
H 2.2859 0.6189 -5.7198
H 2.7059 2.3138 -5.4143
H 3.9967 0.5494 -3.9173
H 2.4115 0.2246 -3.2535
C -0.5872 -2.8715 3.9372
C -1.9801 -2.2744 3.7039
O -1.9366 -0.8572 3.9907
C -2.0097 -0.5176 5.3056
O -1.9248 -1.3241 6.2182
C -1.9876 1.0239 5.6197
F -1.7494 1.1269 6.9367
F -0.9987 1.6172 4.9229
F -3.1323 1.5848 5.2464
H 0.0258 -2.7659 3.0421
H -0.6876 -3.9562 3.9749
H -0.1375 -2.4918 4.8546
H -2.6506 -2.8908 4.3027
H -2.2922 -2.4071 2.6681
C 2.2125 3.8151 3.2708
C 1.3359 4.7419 4.0224
O 0.5990 5.6835 3.1605
C 0.5248 6.9785 3.2404
O 1.1851 7.6287 4.0570
C -0.3824 7.7411 2.2499
F -1.2812 8.4506 3.0400
F 0.2829 8.6227 1.6157
F -1.0386 6.8617 1.4442
H 2.8543 4.2908 2.5294
H 1.5495 3.0509 2.8651
H 2.9143 3.3725 3.9777
H 1.8657 5.3295 4.7721
H 0.5860 4.2046 4.6030
C 3.8254 -2.9019 -1.2897
C 2.6410 -3.8198 -0.9384
O 1.9292 -4.2131 -2.0714
C 2.2694 -5.3119 -2.8072
O 3.3488 -5.8713 -2.7188
C 1.2158 -5.8802 -3.7422
F 0.1071 -5.1781 -3.5569
F 1.6182 -5.6495 -4.9955
F 0.9368 -7.1491 -3.5077
H 4.4262 -3.2982 -2.1083
H 4.5603 -2.7855 -0.4932
H 3.3801 -2.0023 -1.7147
H 1.8572 -3.3759 -0.3245
H 2.9903 -4.7315 -0.4537
C 3.3857 -0.4900 2.2895
C 4.7273 0.1939 2.4630
O 5.7760 -0.6813 2.1895
C 6.1922 -1.6745 3.0214
O 5.8330 -1.7044 4.1825
C 7.3153 -2.5972 2.4784
F 8.2863 -1.8799 1.8855
F 7.8841 -3.3079 3.4460
F 6.8659 -3.3584 1.5050
H 3.2224 -0.6836 1.2294
H 2.5237 0.1368 2.5180
H 3.3330 -1.4771 2.7488
H 4.8405 0.6190 3.4603
H 4.7460 0.9870 1.7154
C -0.6304 4.0912 -2.0975
C -0.7266 2.5958 -2.2898
O -2.0348 2.1210 -2.6881
C -2.3159 2.1732 -4.0558
O -1.5118 2.4254 -4.9430
C -3.7883 1.8096 -4.2727
F -4.3445 2.2602 -5.4464
F -3.9318 0.4513 -4.2891
F -4.4852 2.2180 -3.2339
H -1.0959 4.5672 -2.9605
H 0.3769 4.5077 -2.1031
H -1.0870 4.4298 -1.1675
H -0.7366 2.2087 -1.2709
H 0.2113 2.2537 -2.7274
C -0.7300 1.4812 1.3624
C -0.7456 -0.0311 0.9577
O -0.8975 -0.2236 -0.4671
C -0.6958 -1.5202 -1.0208
O -0.4972 -2.6009 -0.3723
C -1.0843 -1.4692 -2.5251
F -2.1549 -0.7055 -2.7255
F -0.1064 -0.8998 -3.2156
F -1.3523 -2.6991 -3.0637
H -0.4026 1.6838 2.3822
H -1.7565 1.7748 1.1429
H -0.0087 2.0697 0.7954
H -1.5475 -0.5786 1.4531
H 0.2140 -0.4253 1.2921
C -4.4058 0.7165 0.0991
C -5.4933 0.6203 1.1483
O -5.8921 -0.6908 0.9426
C -6.8437 -1.1904 1.7696
O -7.4592 -0.5550 2.6614
C -7.1122 -2.7197 1.5349
F -7.9878 -2.7906 0.5485
F -6.0155 -3.3294 1.1517
F -7.6161 -3.3864 2.5571
H -3.5784 0.0659 0.3824
H -3.8463 1.6450 -0.0147
H -4.6815 0.3105 -0.8742
H -6.2206 1.4060 0.9439
H -5.0642 0.8346 2.1271

no.,LUMO (eV)
1,0.389
2,-0.005